Model i:
Computed, not measured: 2 unconnected molecules or ions with the total composition C9H14, with ωB97M-V/def2-TZVPD.

Values from the calculation:
LUMO energy   1.04 eV
HOMO   -9.048 eV
Spin multiplicity   1
Kohn-Sham gap   10.0896 eV

Geometry as XYZ:
```
23
C9H14 ωB97M-V/def2-TZVPD
C 1.94172 1.19081 -3.31690
C -0.75382 -0.34380 -1.08821
C 0.01204 -1.10386 -0.25114
C -0.13690 0.45198 -2.07208
C 1.23430 0.46502 -2.21843
C 1.39711 -1.10212 -0.36264
C 2.00665 -0.36300 -1.36347
H -1.82133 -0.31448 -0.91305
H -0.41717 -1.85425 0.40087
H -0.76554 1.05580 -2.70963
H 2.04407 -1.64880 0.31183
H 3.02231 1.10926 -3.20156
H 1.64032 2.23371 -3.42126
H 3.08792 -0.33815 -1.36673
H 1.75854 0.74162 -4.29982
C -1.25552 0.45646 2.89649
C -2.22247 -0.44260 3.63684
H -0.51999 -0.17440 2.38713
H -1.78988 0.96744 2.10992
H -0.66426 1.16878 3.46909
H -2.89885 0.06203 4.33487
H -1.89005 -1.38219 4.07514
H -3.00921 -0.83523 2.96276
```

***

Model ii:
Computed, not measured: 2 unconnected molecules or ions with the total composition C9H14, with ωB97M-V/def2-TZVPD.

Values from the calculation:
LUMO energy   1.03 eV
HOMO   -8.882 eV
Spin multiplicity   1
Kohn-Sham gap   9.9079 eV

Geometry as XYZ:
```
23
C9H14 ωB97M-V/def2-TZVPD
C -0.59733 -0.39192 -2.27653
C -1.40489 0.71901 -2.93267
H -1.08263 -0.91555 -1.46254
H -0.33607 -1.16667 -3.00958
H 0.41700 -0.06854 -2.05010
H -2.45784 0.45794 -2.99996
H -0.96877 1.00143 -3.88684
H -1.31936 1.60795 -2.30021
C 1.80591 -1.86580 1.70073
C -0.36213 -0.64942 1.95109
C 0.94925 -0.64485 1.41928
C -1.15172 0.47494 1.86509
C 1.41857 0.50639 0.84872
C -0.75014 1.52553 1.01604
C 0.56225 1.61827 0.64460
H -0.66903 -1.44826 2.58662
H -1.98241 0.55484 2.51483
H 1.96294 -2.40015 0.75613
H 1.30997 -2.54504 2.38526
H 2.40637 0.60114 0.41306
H -1.55932 2.17565 0.70447
H 1.00969 2.42637 0.08074
H 2.79969 -1.57328 2.03178
```

***

model i ends up most stable, edging out the next structure by 5.2 kcal/mol.

***

Model i:
Computed, not measured: a molecular structure, C9H14, with ωB97M-V/def2-TZVPD.

Values from the calculation:
LUMO energy   -0.54 eV
HOMO   -7.798 eV
Spin multiplicity   1
Kohn-Sham gap   7.2623 eV

Geometry as XYZ:
```
23
C9H14 ωB97M-V/def2-TZVPD
C -1.21072 -0.85629 1.35346
C -1.28000 -0.22770 -0.17736
C -2.76383 -0.01063 -0.52768
C -0.38629 0.85462 -0.59147
C 1.01506 0.97552 -0.08107
C 1.38916 2.40387 -0.02000
C 1.87065 -0.06051 0.42673
C 2.04150 -1.53082 -0.07824
C 1.24852 -2.28117 -0.86519
H -0.41025 -0.46755 2.15645
H -2.26299 -0.78989 1.80532
H -0.83842 -1.81216 1.07120
H -2.56865 0.07161 -1.81731
H -2.96947 1.26429 0.11524
H -3.64659 -0.98322 -0.12708
H -0.68648 1.48865 -1.37187
H 0.79562 3.30793 0.60066
H 2.46174 2.51777 -0.06244
H 1.16516 2.72600 -1.16804
H 2.51142 0.53070 1.30112
H 3.11997 -2.08588 0.28727
H 1.63092 -3.35763 -1.20173
H -0.22604 -1.67750 -1.02797
```

***

Model ii:
Computed, not measured: 2 unconnected molecules or ions with the total composition C9H14, with ωB97M-V/def2-TZVPD.

Values from the calculation:
LUMO energy   0.98 eV
HOMO   -8.536 eV
Spin multiplicity   1
Kohn-Sham gap   9.5176 eV

Geometry as XYZ:
```
23
C9H14 ωB97M-V/def2-TZVPD
C 2.19325 -2.25110 -0.06936
C -0.91316 -0.92145 -1.42159
C 0.02564 -1.66621 -0.73148
C -0.54176 0.38996 -1.91770
C 1.33149 -1.20609 -0.62138
C 0.78948 0.92515 -1.60326
C 1.60757 0.19691 -0.86067
H -1.83934 -1.31919 -1.77938
H -0.28707 -2.50343 -0.16241
H -1.17777 1.06763 -2.24604
H 1.12938 1.83459 -2.06611
H 1.59041 -2.80613 0.65475
H 3.10141 -1.69802 0.46049
H 2.57909 0.52664 -0.68705
H 2.58011 -3.08995 -0.84002
C -0.89285 1.09725 1.59791
C -2.03812 2.11343 1.77531
H 0.22884 1.43655 1.76632
H -0.92121 0.30264 2.37695
H -1.11510 0.62485 0.59086
H -2.95760 1.45776 2.38588
H -2.50291 2.65271 0.81924
H -1.96978 2.83550 2.57874
```

***

Model iii:
Computed, not measured: 2 unconnected molecules or ions with the total composition C9H14, with ωB97M-V/def2-TZVPD.

Values from the calculation:
LUMO energy   1.03 eV
HOMO   -9.022 eV
Spin multiplicity   1
Kohn-Sham gap   10.0521 eV

Geometry as XYZ:
```
23
C9H14 ωB97M-V/def2-TZVPD
C -1.32636 -3.33521 -0.83837
C -0.62653 -3.23415 0.52289
H -1.00312 -2.56711 -1.53632
H -1.17511 -4.32105 -1.27152
H -2.41103 -3.22145 -0.75984
H -0.56915 -4.21526 0.99020
H -1.20071 -2.59799 1.19209
H 0.39141 -2.85025 0.45202
C -0.95046 0.20388 -0.49206
C 2.24907 2.22150 -0.31817
C 1.94366 3.17449 0.66671
C 1.28688 1.33470 -0.75085
C 0.02026 1.31686 -0.17616
C 0.67762 3.17790 1.19847
C -0.26813 2.21866 0.84323
H 3.24966 2.26831 -0.73697
H 2.72854 3.84734 0.98835
H 1.51913 0.65440 -1.56090
H 0.33358 3.93418 1.89385
H -1.23041 -0.33671 0.41608
H -0.49999 -0.56404 -1.11151
H -1.25632 2.29430 1.27777
H -1.88246 0.59670 -0.88899
```

***

Model iv:
Computed, not measured: 2 unconnected molecules or ions with the total composition C9H14, with ωB97M-V/def2-TZVPD.

Values from the calculation:
LUMO energy   1.02 eV
HOMO   -8.871 eV
Spin multiplicity   1
Kohn-Sham gap   9.8893 eV

Geometry as XYZ:
```
23
C9H14 ωB97M-V/def2-TZVPD
C 0.29982 -1.23821 -2.44916
C 1.34871 -0.63944 -1.48015
H 0.50787 -0.83696 -3.43719
H 0.58490 -2.29058 -2.46504
H -0.73398 -1.13159 -2.14404
H 2.19963 -0.11950 -1.95276
H 1.63270 -1.27565 -0.64236
H 0.93151 0.28950 -1.10823
C 0.31547 2.48418 0.49101
C -0.09896 1.05561 0.88323
C 0.55393 0.29641 1.83669
C -1.32155 0.67950 0.28157
C -0.15575 -0.85943 2.19698
C -1.84171 -0.60483 0.47470
C -1.19338 -1.34887 1.43395
H -0.27521 3.15753 1.10810
H 0.14636 2.66353 -0.57126
H 1.53081 0.54871 2.22940
H -1.85735 1.50097 -0.19406
H 0.36067 -1.54929 2.87060
H -2.75268 -1.01797 0.07154
H -1.55572 -2.31092 1.79145
H 1.37390 2.54730 0.77503
```

***

model iii ends up most stable, edging out the next structure by 19.3 kcal/mol.

***

Model i:
Computed, not measured: 2 unconnected molecules or ions with the total composition C9H14, with ωB97M-V/def2-TZVPD.

Values from the calculation:
LUMO energy   1.02 eV
HOMO   -8.944 eV
Spin multiplicity   1
Kohn-Sham gap   9.9619 eV

Geometry as XYZ:
```
23
C9H14 ωB97M-V/def2-TZVPD
C -1.11648 0.36745 0.78701
C -0.30307 -2.15342 -1.99332
C -1.58307 -2.44530 -2.43516
C -0.14674 -1.24014 -0.90787
C -1.23699 -0.58217 -0.38214
C -2.70753 -1.98545 -1.71941
C -2.51982 -1.05592 -0.74890
H 0.55083 -2.64697 -2.43232
H -1.57520 -3.11666 -3.28679
H 0.87955 -0.94180 -0.71981
H -3.63398 -2.31602 -2.16369
H -0.22623 0.98794 0.67865
H -0.87998 -0.30638 1.61395
H -3.37659 -0.60743 -0.25553
H -2.02252 0.95339 0.88008
C 2.86470 1.75472 1.04436
C 2.12916 2.49572 2.16729
H 2.29259 1.91499 0.13240
H 3.91985 1.94166 0.90417
H 2.76327 0.68679 1.26219
H 2.09340 2.02592 3.14711
H 1.12714 2.87907 1.98167
H 2.70771 3.39000 2.44606
```

***

Model ii:
Computed, not measured: 2 unconnected molecules or ions with the total composition C9H14, with ωB97M-V/def2-TZVPD.

Values from the calculation:
LUMO energy   1.00 eV
HOMO   -8.948 eV
Spin multiplicity   1
Kohn-Sham gap   9.9496 eV

Geometry as XYZ:
```
23
C9H14 ωB97M-V/def2-TZVPD
C -1.30220 1.54158 -1.40608
C -2.24844 -0.61580 -0.45750
C -1.25597 0.06405 -1.15196
C -2.08888 -1.93723 -0.07173
C -0.94004 -2.62079 -0.41992
C -0.09438 -0.63600 -1.49912
C 0.08977 -1.94571 -1.08753
H -3.20738 -0.13286 -0.31419
H -2.83890 -2.50292 0.46138
H -0.76626 2.13404 -0.66307
H -2.32296 1.92766 -1.37074
H -0.78718 -3.69025 -0.40045
H 0.61494 -0.12199 -2.14107
H 1.07340 -2.39621 -1.11497
H -0.89924 1.79768 -2.39117
C 1.70339 1.35010 2.37893
C 2.51370 0.88665 1.15777
H 0.64713 1.19306 2.20179
H 2.14716 0.94610 3.28984
H 1.85137 2.43138 2.49414
H 3.58564 1.00958 1.31735
H 2.27840 1.46842 0.25781
H 2.24694 -0.15053 0.93049
```

***

model ii ends up most stable, edging out the next structure by 6.5 kcal/mol.

***

Model i:
Computed, not measured: 2 unconnected molecules or ions with the total composition C9H14, with ωB97M-V/def2-TZVPD.

Values from the calculation:
LUMO energy   1.05 eV
HOMO   -9.013 eV
Spin multiplicity   1
Kohn-Sham gap   10.0674 eV

Geometry as XYZ:
```
23
C9H14 ωB97M-V/def2-TZVPD
C 1.27636 -1.49265 1.80155
C 0.82017 -2.80281 -0.29707
C 0.93783 -1.57954 0.34117
C 0.25044 -2.86193 -1.56644
C -0.02668 -1.68987 -2.24434
C 0.59205 -0.39980 -0.33712
C 0.18209 -0.44033 -1.65495
H 1.10767 -3.69998 0.23973
H 0.05186 -3.79366 -2.08010
H 2.15771 -2.07338 2.07276
H 0.48042 -1.89598 2.43031
H -0.37097 -1.73850 -3.26862
H 0.73979 0.51276 0.22922
H 0.18023 0.41632 -2.31367
H 1.46833 -0.46847 2.12098
C -0.80753 3.19598 1.18634
C -1.60824 2.77472 -0.05646
H 0.18705 2.76779 1.21023
H -0.82107 4.28565 1.21714
H -1.29886 2.88533 2.11256
H -2.68188 2.75195 0.14307
H -1.31434 1.80763 -0.45956
H -1.50241 3.53878 -0.82672
```

***

Model ii:
Computed, not measured: 2 unconnected molecules or ions with the total composition C9H14, with ωB97M-V/def2-TZVPD.

Values from the calculation:
LUMO energy   1.01 eV
HOMO   -8.767 eV
Spin multiplicity   1
Kohn-Sham gap   9.7761 eV

Geometry as XYZ:
```
23
C9H14 ωB97M-V/def2-TZVPD
C -1.10664 0.14938 -2.49052
C -1.81496 0.24124 1.78880
C -0.78511 0.99685 1.17466
C -2.23758 -0.81316 1.10127
C -0.47234 0.95743 -0.13202
C -2.19935 -0.85971 -0.33285
C -1.26173 0.09083 -0.94407
H -2.19973 0.42533 2.84287
H -0.43067 1.73170 1.87276
H -3.03215 -1.50307 1.59750
H 0.49227 1.20859 -0.54372
H -2.66967 -1.56391 -0.98092
H -0.37626 -0.63340 -2.70624
H -0.73454 0.94880 -2.75108
H -1.98094 -0.07795 -3.08179
C 2.28395 -0.50020 1.00918
C 2.96565 0.14762 -0.22699
H 1.25390 -0.40987 1.10425
H 2.35363 -1.58640 1.39895
H 2.55849 0.18302 1.73831
H 3.88458 -0.37776 -0.30459
H 3.06806 1.32250 -0.00395
H 2.44116 -0.07787 -1.12983
```

***

Model iii:
Computed, not measured: 2 unconnected molecules or ions with the total composition C9H14, with ωB97M-V/def2-TZVPD.

Values from the calculation:
LUMO energy   1.02 eV
HOMO   -9.082 eV
Spin multiplicity   1
Kohn-Sham gap   10.0994 eV

Geometry as XYZ:
```
23
C9H14 ωB97M-V/def2-TZVPD
C -0.72138 2.80034 -1.58994
C 0.54615 2.27846 -0.89164
H -0.82614 2.25622 -2.53278
H -1.62201 2.50156 -1.06214
H -0.54328 3.85433 -1.80112
H 0.31763 1.56828 -0.07976
H 1.21376 2.93519 -0.33812
H 1.17377 1.56655 -1.45904
C -1.64113 -1.33375 -0.88146
C 1.57400 -1.04455 2.09809
C 0.30846 -1.48609 2.41969
C 1.81966 -1.08332 0.69822
C -0.73878 -1.56006 1.47599
C 0.83793 -1.22617 -0.25732
C -0.50597 -1.42208 0.12842
H 2.29435 -0.75762 2.84422
H 0.00954 -1.46880 3.45592
H 2.85413 -0.93520 0.37798
H -1.70656 -1.82661 1.88946
H 1.20300 -1.37241 -1.26828
H -2.53053 -1.56773 -0.29064
H -1.45865 -2.23831 -1.47884
H -1.85798 -0.43824 -1.45692
```

***

model i ends up most stable, edging out the next structure by 17.7 kcal/mol.